1.
Entry from the Open Molecules 2025 dataset: an isolated molecule of C12H14O in a non-equilibrium geometry (the ωB97M-V functional and the def2-TZVPD basis).

E_tot in hartree: -540.7784
Highest occupied orbital energy (alpha / beta) in eV: -6.7 / -6.6
E_LUMO (alpha / beta) in eV: 0.11 / 0.34
ΔE to the lowest compared entry with this formula, charge and spin in kJ/mol: 186.64
Kohn-Sham gap (alpha / beta) in eV: 6.7855 / 6.9314

The geometry in ORCA input format:
```
! wB97M-V def2-TZVPD RIJCOSX def2/J DEFGRID3
* xyz 0 1
C -0.8678 3.6299 2.1206
C 0.4503 3.2020 2.1912
C -1.7571 2.9719 1.2796
C 0.8783 2.1335 1.4359
C -1.3384 1.9037 0.5164
C -0.0067 1.4593 0.5743
C 1.3724 -1.8394 -1.6835
C 2.1926 -0.9289 -0.9611
C 0.4090 0.3407 -0.2045
C 0.1823 -2.2840 -1.2297
C -0.7346 -3.0462 -2.1444
C -0.2262 -2.3230 0.2111
O 1.6850 0.0549 -0.2651
H -1.2017 4.4674 2.7156
H 1.1468 3.7100 2.8464
H -2.7842 3.3049 1.2191
H 1.9040 1.7974 1.4989
H -2.0319 1.4000 -0.1428
H 1.7074 -2.1227 -2.6744
H 3.2637 -0.8857 -1.0674
H -0.2938 -0.1415 -0.8653
H -0.8820 -4.0662 -1.7917
H -0.3402 -3.0813 -3.1562
H -1.7152 -2.5687 -2.1727
H 0.4819 -1.8287 0.8664
H -0.2786 -3.3689 0.5147
H -1.2153 -1.8903 0.3686
*
```

Löwdin atomic charge list, values in e, 5 entries: -0.1024 -0.0935 -0.0966 -0.0320 -0.0466

---

2.
Entry from the Open Molecules 2025 dataset: the ion C5H8N5 with charge +1 in a non-equilibrium geometry (the ωB97M-V functional and the def2-TZVPD basis).

E_tot in hartree: -468.6923
Highest occupied orbital energy in eV: -12.1
E_LUMO in eV: -5.52
ΔE to the lowest compared entry with this formula, charge and spin in kJ/mol: 377.15
SMILES: C/C(C#[NH+])=N/C=N\N=C/N
Kohn-Sham gap in eV: 6.5686

The geometry in ORCA input format:
```
! wB97M-V def2-TZVPD RIJCOSX def2/J DEFGRID3
* xyz 1 1
C -1.2957 -1.8252 -0.9321
C -0.0976 -0.8969 -1.0851
C 1.0679 -1.3950 -0.5736
N 2.0213 -1.7545 -0.0519
N -0.2609 0.1284 -1.8314
C 0.6423 1.0961 -1.9723
N 1.0152 1.7529 -0.9101
N 1.3419 1.3775 0.2488
C 0.7192 1.7598 1.3173
N -0.5559 2.2101 1.2804
H -1.3825 -2.3950 0.0226
H -2.1852 -1.2151 -1.1581
H -1.2297 -2.4089 -1.9165
H 2.8812 -1.9682 0.4148
H 0.5860 1.8260 -2.8577
H 1.1539 1.3459 2.2641
H -1.0542 2.4496 2.1605
H -0.9377 2.6179 0.4898
*
```

Löwdin atomic charge list, values in e, 5 entries: -0.0055 -0.3521 0.0241 0.3998 0.1711

---

3.
Entry from the Open Molecules 2025 dataset: an isolated molecule of C5H8O (the ωB97M-V functional and the def2-TZVPD basis).

E_tot in hartree: -270.5279
Highest occupied orbital energy in eV: -9.3
E_LUMO in eV: 1.07
ΔE to the lowest compared entry with this formula, charge and spin in kJ/mol: 78.86
SMILES: OC1CC=CC1
Kohn-Sham gap in eV: 10.4030

The geometry in ORCA input format:
```
! wB97M-V def2-TZVPD RIJCOSX def2/J DEFGRID3
* xyz 0 1
O -0.5743 2.0868 0.1064
C -0.6955 0.6914 -0.1088
C 0.2104 0.1577 -1.2512
C 0.8119 -1.1044 -0.6914
C 0.4847 -1.2974 0.5844
C -0.3584 -0.1749 1.1318
H 0.0306 2.2330 0.8422
H -1.7442 0.5355 -0.3855
H -0.3644 -0.0309 -2.1666
H 0.9708 0.9070 -1.5040
H 1.4566 -1.7584 -1.2731
H 0.8112 -2.1354 1.1943
H 0.2199 0.4069 1.8676
H -1.2594 -0.5169 1.6540
*
```

Löwdin atomic charge list, values in e, 5 entries: -0.0384 -0.3660 -0.1330 -0.0985 -0.1008